[1]
Below is a cluster of 2 separate species, C3H6BrNO2 in total at a distorted geometry, with properties calculated with ωB97M-V/def2-TZVPD.

Results
- HOMO-LUMO gap (spin up / spin down): 9.36 / 7.08 eV
- LUMO energy (spin up / spin down): -0.2 / -1.2 eV
- E_HOMO (spin up / spin down): -9.58 / -8.24 eV
- Max |F|: 1.9 eV/A
- Relative energy (zero: lowest compared OMol25 entry of this formula, charge and spin): 134.6 kcal/mol

XYZ file:
```
13
Properties=species:S:1:pos:R:3:forces:R:3:nbo_charge:R:1
H 1.8954 -0.1549 0.6636 0.024 -0.200 0.461 0.21
H 0.8997 -0.3046 -1.5691 -1.224 0.637 0.299 0.23
O -2.0778 4.5233 0.9515 0.121 1.060 0.110 -0.28
C 0.3218 0.1797 -0.7278 0.588 0.581 0.776 -0.49
C 0.8672 -0.5002 0.5917 -1.815 -0.464 0.130 -0.60
H 0.1949 -0.0496 1.3734 1.138 -0.558 -0.167 0.21
Br -2.0394 1.9448 -1.1303 0.503 -0.838 -0.611 0.13
N -2.4110 3.4029 1.0640 -0.277 -0.920 0.396 0.51
C -1.2184 0.3009 -0.7957 1.248 -0.376 -0.053 -0.24
H 0.8190 -1.6488 0.7082 -0.028 1.854 -0.581 0.21
H 0.7334 1.2356 -0.5884 -0.612 -1.208 -0.704 0.22
O -3.1564 2.8211 1.7882 0.025 0.279 0.146 -0.30
H -1.8985 -0.4319 -0.3620 0.308 0.152 -0.202 0.20
```
Forces are in eV/Å.

---

[2]
Below is a cluster of 2 separate species, C3H6BrNO4 in total at a distorted geometry, with properties calculated with ωB97M-V/def2-TZVPD.

Results
- HOMO-LUMO gap: 9.30 eV
- LUMO energy: 0.2 eV
- E_HOMO: -9.13 eV
- Structure (SMILES): [O-]/[N+](O)=C(\Br)CO.C=O
- Max |F|: 3.4 eV/A
- Relative energy (zero: lowest compared OMol25 entry of this formula, charge and spin): 41.5 kcal/mol

XYZ file:
```
15
Properties=species:S:1:pos:R:3:forces:R:3:nbo_charge:R:1
C 0.0646 -0.4855 -1.5093 -1.876 -0.606 1.107 -0.15
O -0.5214 -1.7509 -0.9661 1.007 0.713 -1.942 -0.73
C 0.8466 0.0598 -0.4102 0.368 3.339 0.350 -0.03
H -0.2726 -1.9057 1.5562 0.641 -1.700 -0.135 0.13
N 0.6089 1.2973 0.0527 -0.637 -0.122 -0.569 0.37
O -1.5941 -0.4539 1.4615 -2.245 0.081 -0.720 -0.54
H 0.1262 -0.2030 2.1436 2.165 0.821 1.184 0.12
O 1.1761 1.8948 0.9360 1.078 0.256 1.299 -0.46
H -0.6738 2.8175 0.0538 0.902 -0.920 0.312 0.51
Br 2.5179 -0.5833 0.0916 -0.055 -0.393 0.098 0.14
H -0.6927 0.2784 -1.7604 0.002 -0.671 0.152 0.23
H 0.6765 -0.5603 -2.4035 -0.062 -1.135 -0.024 0.21
C -0.5268 -0.9034 1.7365 -0.647 0.761 0.187 0.28
O -0.4204 2.0710 -0.5340 -0.619 -0.978 -1.086 -0.56
H -1.3151 -1.5728 -0.4485 -0.021 0.556 -0.211 0.49
```
Forces are in eV/Å.